Density functional theory data (ωB97M-V/def2-TZVPD) for a gas-phase ion, C8H8NO3S (charge -1).

Properties
* orbital gap: 0.2728 Eh
* HOMO energy: -4.51 eV
* E_LUMO: 2.91 eV
* structure (SMILES): C=C(C(=O)[O-])C(=O)N1C=CCSC1
* ΔE to the lowest compared entry with this formula, charge and spin: 0.321 eV
* charge: -1

Each line ends with the Löwdin charge.
Atoms and positions in Å:
C: 2.746 -0.334 1.483  0.063
C: 2.152 -0.214 0.284  -0.161
C: 2.695 0.684 -0.820  -0.726
O: 2.784 0.256 -1.991  -0.033
O: 2.958 1.811 -0.332  -0.067
C: 0.942 -1.033 -0.137  -0.314
O: 1.141 -2.154 -0.588  0.071
N: -0.416 -0.536 -0.112  -0.104
C: -0.563 0.765 0.080  -0.126
C: -1.740 1.368 0.157  -0.173
C: -2.970 0.778 -0.312  -0.492
S: -2.690 -0.691 -1.405  0.854
C: -1.544 -1.410 -0.229  -0.450
H: 3.719 0.068 1.858  0.082
H: 2.444 -1.093 2.130  0.025
H: 0.346 1.334 0.033  0.131
H: -1.841 2.373 0.318  0.067
H: -3.690 0.406 0.504  0.096
H: -3.386 1.382 -1.096  0.046
H: -1.997 -1.382 0.778  0.102
H: -1.090 -2.378 -0.604  0.108

---

Density functional theory data (ωB97M-V/def2-TZVPD) for a molecular structure, C8H8O2OsSbSe4.

Properties
* orbital gap (alpha / beta): 0.2077 / 0.1838 Eh
* 2S+1: 5
* HOMO energy (alpha / beta): -3.66 / -4.45 eV
* E_LUMO (alpha / beta): 1.99 / 0.55 eV
* charge: -1

Each line ends with the Löwdin charge.
Atoms and positions in Å:
Os: -1.568 0.374 -1.287  0.913
C: -0.996 0.374 2.908  -0.015
C: -0.678 0.374 1.431  -0.336
O: -1.625 0.374 0.646  -0.241
C: 0.789 0.374 1.017  -0.073
C: 1.773 0.374 2.038  -0.047
C: 3.133 0.374 1.741  -0.116
C: 3.531 0.374 0.418  -0.089
C: 2.564 0.374 -0.592  0.001
C: 1.169 0.374 -0.356  -0.374
O: 0.362 0.374 -1.344  -0.299
H: -2.083 0.374 3.042  0.090
H: -0.606 1.277 3.384  0.090
H: -0.606 -0.530 3.384  0.092
H: 1.498 0.374 3.086  0.096
H: 3.870 0.374 2.536  0.093
H: 4.582 0.374 0.151  0.101
H: 2.902 0.374 -1.630  0.118
Se: -1.979 -3.636 -4.787  -0.208
Sb: -3.140 -1.777 -3.951  -0.348
Se: -1.643 0.268 -4.107  -0.169
Se: -3.210 -1.920 -1.417  -0.190
Se: -5.466 -1.435 -5.027  0.012
H: -2.572 1.776 -1.287  -0.101

---

Density functional theory data (ωB97M-V/def2-TZVPD) for a molecular structure, C8H8O3.

Properties
* orbital gap: 0.3380 Eh
* HOMO energy: -8.47 eV
* E_LUMO: 0.73 eV
* ΔE to the lowest compared entry with this formula, charge and spin: 5.820 eV

Each line ends with the Löwdin charge.
Atoms and positions in Å:
C: -1.789 0.566 -0.303  0.037
C: -1.922 -0.539 -1.043  0.019
C: -0.128 -0.833 0.558  -0.053
C: 0.379 -2.105 -0.297  0.016
C: -0.267 0.572 0.067  -0.384
C: -0.472 -1.116 -1.058  -0.187
C: 0.377 0.185 -1.278  -0.015
C: 1.102 1.888 1.514  -0.607
O: 2.028 0.922 1.263  0.160
O: 1.336 2.795 2.262  0.135
O: -0.015 1.733 0.873  0.133
H: -2.514 1.285 -0.034  0.103
H: -2.581 -1.013 -1.619  0.058
H: -0.869 -1.147 1.275  0.122
H: -0.273 -2.920 0.075  0.120
H: 0.129 0.858 -2.058  0.108
H: 2.778 1.093 1.716  0.068
H: 1.258 -2.374 -0.718  0.059
H: 1.443 0.151 -1.196  0.110

---

Density functional theory data (ωB97M-V/def2-TZVPD) for a single C8H8O3S2 molecule.

Properties
* orbital gap: 0.3117 Eh
* HOMO energy: -8.45 eV
* E_LUMO: 0.03 eV
* structure (SMILES): O=C(OC1CSSC1)c1ccco1
* ΔE to the lowest compared entry with this formula, charge and spin: 3.223 eV

Each line ends with the Löwdin charge.
Atoms and positions in Å:
O: -1.791 -0.973 -0.005  0.041
C: -0.507 -0.822 -0.091  -0.312
O: -0.061 0.425 -0.232  0.019
C: -1.017 1.374 -0.497  -0.504
C: -1.532 2.052 0.788  -0.428
S: -0.237 3.364 0.876  0.529
S: -0.625 4.227 -1.090  0.516
C: -0.641 2.483 -1.562  -0.562
C: 0.506 -1.862 0.055  -0.233
C: 1.874 -1.673 0.175  -0.010
C: 2.495 -2.866 0.696  -0.026
C: 1.363 -3.631 1.013  -0.060
O: 0.186 -2.990 0.647  0.060
H: -1.800 0.694 -0.726  0.099
H: -1.611 1.443 1.801  0.139
H: -2.543 2.481 0.814  0.080
H: 0.312 2.368 -2.211  0.092
H: -1.542 2.195 -2.344  0.132
H: 2.241 -0.676 -0.293  0.156
H: 3.602 -2.938 0.678  0.119
H: 1.326 -4.675 1.509  0.155

---

Density functional theory data (ωB97M-V/def2-TZVPD) for a single C8H8O4 molecule.

Properties
* orbital gap: 0.3425 Eh
* HOMO energy: -8.95 eV
* E_LUMO: 0.37 eV
* structure (SMILES): COc1cccc(C(=O)O)c1O
* ΔE to the lowest compared entry with this formula, charge and spin: 1.664 eV

Each line ends with the Löwdin charge.
Atoms and positions in Å:
C: -3.153 -0.667 0.184  -0.057
O: -1.802 -1.046 -0.041  -0.113
C: -0.785 -0.144 -0.084  -0.210
C: -0.995 1.233 -0.146  0.006
C: 0.148 2.084 0.032  -0.049
C: 1.375 1.486 0.059  -0.067
C: 1.650 0.179 0.024  -0.082
C: 3.051 -0.326 0.033  -0.475
O: 3.891 0.492 -0.053  0.143
O: 3.214 -1.696 0.113  0.065
C: 0.543 -0.660 -0.126  -0.181
O: 0.695 -1.984 -0.231  0.077
H: -3.805 -1.491 0.013  0.081
H: -3.244 0.117 1.005  0.120
H: -3.292 -0.078 -0.799  0.111
H: -2.047 1.629 -0.187  0.117
H: 0.075 3.142 -0.229  0.112
H: 2.192 2.184 0.056  0.124
H: 2.196 -2.027 -0.032  0.109
H: 0.092 -2.427 0.410  0.169

---

Density functional theory data (ωB97M-V/def2-TZVPD) for 2 unconnected molecules or ions with the total composition C8H8O5Si2.

Properties
* orbital gap (alpha / beta): 0.2640 / 0.2640 Eh
* HOMO energy (alpha / beta): -1.84 / -1.84 eV
* E_LUMO (alpha / beta): 5.34 / 5.34 eV
* ΔE to the lowest compared entry with this formula, charge and spin: 2.228 eV
* charge: -2

Each line ends with the Löwdin charge.
Atoms and positions in Å:
C: -1.670 2.614 -0.366  -0.145
C: -1.888 1.245 -0.412  -0.121
C: -0.387 3.053 -0.200  -0.134
C: -0.875 0.314 -0.247  -0.080
C: 0.661 2.128 -0.248  -0.130
C: 0.450 0.785 -0.143  -0.319
C: 2.868 -0.448 -1.857  -0.791
C: 2.761 -0.296 1.704  -0.774
O: 2.416 0.198 -2.794  -0.060
O: 3.241 0.846 1.430  -0.077
O: 3.913 -1.093 -1.696  -0.107
O: 2.890 -1.038 2.662  -0.042
O: -1.274 -2.780 -0.106  -0.592
Si: -2.251 -3.525 0.791  0.095
Si: 1.854 -0.440 -0.044  1.164
H: -2.441 3.438 -0.526  0.107
H: -2.863 0.909 -0.751  0.092
H: -0.064 4.120 -0.242  0.098
H: -1.180 -0.784 -0.100  0.081
H: 1.719 2.416 -0.482  0.118
H: -1.607 -3.857 2.081  -0.124
H: -2.750 -4.984 0.492  -0.131
H: -3.523 -2.822 1.055  -0.128

---

Density functional theory data (ωB97M-V/def2-TZVPD) for 2 unconnected molecules or ions with the total composition C8H8OS.

Properties
* orbital gap: 0.3146 Eh
* HOMO energy: -8.13 eV
* E_LUMO: 0.43 eV
* ΔE to the lowest compared entry with this formula, charge and spin: 0.760 eV

Each line ends with the Löwdin charge.
Atoms and positions in Å:
C: -1.368 -2.025 -1.641  -0.182
C: -0.566 -0.895 -1.259  -0.143
C: -2.506 -2.100 -0.934  -0.417
C: -1.062 -0.206 -0.164  -0.523
C: 2.203 -0.549 1.062  0.038
C: -0.375 0.857 0.602  -0.129
C: 0.893 1.251 0.314  -0.236
C: 1.517 2.342 1.268  -0.095
O: 1.845 -1.578 0.694  0.058
S: -2.580 -0.890 0.270  1.033
H: -0.892 -2.580 -2.404  0.093
H: 0.307 -0.818 -1.861  0.099
H: -3.184 -2.873 -0.949  0.037
H: -0.700 1.225 1.463  0.057
H: 1.594 1.062 -0.583  0.135
H: 2.524 1.984 1.353  0.039
H: 0.999 2.541 2.146  0.043
H: 1.351 3.253 0.622  0.093

---

Density functional theory data (ωB97M-V/def2-TZVPD) for a molecular structure, C8H9AsN4O5S4W.

Properties
* orbital gap: 0.2183 Eh
* HOMO energy: -9.04 eV
* E_LUMO: -3.10 eV
* ΔE to the lowest compared entry with this formula, charge and spin: 0.969 eV

Each line ends with the Löwdin charge.
Atoms and positions in Å:
W: -1.437 -0.830 0.140  1.209
O: -0.395 1.676 1.393  -0.124
C: 0.414 2.441 0.519  -0.205
C: 1.371 1.475 -0.144  -0.140
N: 0.689 0.439 -0.939  -0.194
C: 0.068 0.979 -2.146  -0.067
C: -1.351 1.442 -1.873  -0.543
O: -1.928 2.304 -2.459  0.159
O: -1.910 0.766 -0.852  -0.336
C: 1.588 -0.664 -1.257  -0.088
C: 0.800 -1.944 -1.518  -0.548
O: 1.294 -2.965 -1.877  0.162
O: -0.521 -1.791 -1.304  -0.323
H: -0.844 2.228 2.035  0.102
H: -0.190 2.992 -0.209  0.125
H: 1.015 3.171 1.069  0.136
H: 2.067 2.034 -0.781  0.143
H: 1.956 0.978 0.630  0.121
H: 0.638 1.804 -2.582  0.150
H: -0.009 0.192 -2.900  0.149
H: 2.217 -0.467 -2.131  0.152
H: 2.257 -0.860 -0.420  0.129
S: -5.584 -2.747 1.815  0.077
As: -3.805 -2.200 1.014  -0.338
S: -3.460 -1.613 -1.050  0.191
S: -2.876 -0.239 1.816  0.185
S: -1.875 -3.137 1.086  0.144
N: 0.132 -1.182 1.294  -0.100
C: 1.045 -1.423 2.010  -0.256
N: 2.006 -1.736 2.721  0.144
C: 2.904 -0.904 3.232  -0.346
N: 3.721 -0.220 3.669  0.130

---

Density functional theory data (ωB97M-V/def2-TZVPD) for a single C8H9BN2O2 molecule.

Properties
* orbital gap (alpha / beta): 0.2674 / 0.2272 Eh
* HOMO energy (alpha / beta): -7.25 / -6.75 eV
* E_LUMO (alpha / beta): 0.02 / -0.57 eV
* ΔE to the lowest compared entry with this formula, charge and spin: 5.764 eV

Each line ends with the Löwdin charge.
Atoms and positions in Å:
B: 1.514 2.028 1.829  -0.649
C: -2.159 -2.671 -0.646  -0.100
C: -1.456 -2.235 -1.773  -0.069
C: -2.051 -2.057 0.582  -0.039
C: -0.667 -1.095 -1.658  -0.039
C: 0.764 0.949 1.032  0.177
C: -1.010 -1.081 0.841  -0.366
C: -0.322 -0.624 -0.414  -0.140
C: 1.190 1.038 -1.333  0.003
N: -0.745 -0.494 1.974  0.205
N: 0.579 0.436 -0.156  -0.108
O: 2.304 2.781 0.884  0.104
O: 1.315 2.129 3.128  0.194
H: -2.851 -3.434 -0.633  0.076
H: -1.687 -2.648 -2.675  0.068
H: -2.693 -2.215 1.494  0.122
H: -0.251 -0.591 -2.458  0.075
H: 0.446 1.572 -1.946  0.115
H: 1.984 1.752 -0.948  0.116
H: 1.349 0.261 -1.958  0.041
H: 2.436 3.657 1.103  0.050
H: 2.012 2.542 3.731  0.164

---

Density functional theory data (ωB97M-V/def2-TZVPD) for a molecular structure, C8H9Br.

Properties
* orbital gap: 0.3078 Eh
* HOMO energy: -8.16 eV
* E_LUMO: 0.22 eV
* ΔE to the lowest compared entry with this formula, charge and spin: 3.143 eV

Each line ends with the Löwdin charge.
Atoms and positions in Å:
C: -1.056 -1.630 -0.765  -0.093
C: 0.256 -1.814 -0.144  -0.061
C: -1.526 -0.425 -1.106  -0.119
C: 1.102 -0.756 0.045  -0.230
C: 0.393 0.768 2.301  -0.028
C: 0.510 1.604 1.259  -0.001
C: -0.621 0.724 -1.178  -0.254
C: 0.705 0.512 -0.442  -0.663
Br: 2.224 1.438 -1.448  0.597
H: -1.705 -2.506 -0.771  0.101
H: 0.545 -2.764 0.234  0.091
H: -2.425 -0.334 -1.749  0.119
H: 2.096 -0.833 0.534  0.126
H: 0.296 1.156 3.269  0.031
H: 0.508 -0.307 2.223  0.050
H: 0.343 2.570 0.777  0.068
H: -0.478 0.906 -2.295  0.120
H: -1.166 1.692 -0.742  0.146

---

Density functional theory data (ωB97M-V/def2-TZVPD) for 2 unconnected molecules or ions with the total composition C8H9BrF3NOS.

Properties
* orbital gap (alpha / beta): 0.2480 / 0.2480 Eh
* HOMO energy (alpha / beta): -8.17 / -8.17 eV
* E_LUMO (alpha / beta): -1.42 / -1.42 eV
* ΔE to the lowest compared entry with this formula, charge and spin: 3.613 eV

Each line ends with the Löwdin charge.
Atoms and positions in Å:
C: 2.407 -2.363 -1.766  -0.222
C: 2.804 -2.733 -0.465  -0.354
C: 1.437 -1.375 -1.678  -0.750
C: 1.033 -1.048 -0.389  -0.511
C: -1.738 -0.597 1.416  -0.064
C: -1.159 0.760 1.369  -0.390
C: -0.749 1.072 -0.118  -0.096
C: 0.379 2.046 -0.292  -0.618
N: -2.205 1.660 1.898  0.063
O: -1.621 0.780 -1.029  0.172
F: 0.795 2.308 -1.554  0.133
F: 1.511 1.686 0.279  0.165
F: -0.028 3.206 0.193  0.177
S: 1.912 -1.802 0.751  0.952
Br: 0.482 -0.788 -3.317  0.644
H: 2.859 -2.701 -2.612  0.066
H: 3.494 -3.429 -0.106  0.027
H: -2.094 -0.795 2.374  0.075
H: -2.447 -0.659 0.574  0.105
H: -0.897 -1.232 1.238  0.039
H: -0.239 0.747 2.081  0.182
H: -2.798 1.672 1.146  0.024
H: -1.859 2.717 1.873  0.137
H: -1.279 0.869 -1.867  0.044

---

Density functional theory data (ωB97M-V/def2-TZVPD) for 2 unconnected molecules or ions with the total composition C8H9BrN2.

Properties
* orbital gap: 0.3201 Eh
* HOMO energy: -8.23 eV
* E_LUMO: 0.48 eV
* structure (SMILES): C=Cc1cnn(C)c1.C#CBr
* ΔE to the lowest compared entry with this formula, charge and spin: 4.298 eV

Each line ends with the Löwdin charge.
Atoms and positions in Å:
C: 0.497 2.378 -1.469  -0.007
C: 1.215 1.447 -0.908  -0.198
C: 0.712 0.690 0.248  -0.247
C: -0.580 0.819 0.861  -0.099
N: -0.889 -0.293 1.568  0.063
N: 0.202 -1.048 1.543  -0.254
C: 0.165 -2.215 2.388  -0.028
C: 1.130 -0.586 0.716  -0.112
H: 0.665 3.103 -2.252  0.063
H: -0.546 2.325 -1.174  0.042
H: 2.178 1.212 -1.316  0.095
H: -1.314 1.606 0.798  0.103
H: 0.761 -1.992 3.372  0.113
H: -0.964 -2.307 2.610  0.119
H: 0.823 -2.939 1.932  0.071
H: 2.048 -1.020 0.245  0.132
C: -2.158 0.112 -2.323  0.007
C: -1.092 -0.398 -2.249  -0.748
Br: 0.264 -1.573 -2.264  0.823
H: -3.115 0.678 -2.325  0.063

---

Computed max |F| (eV/A) in order:
3.68, 5.60, 5.81, 5.99, 5.16, 2.58, 6.08, 1.99, 4.60, 5.16, 4.78, 3.54